The following is a DFT calculation (the ωB97M-V functional and the def2-TZVPD basis) of a molecular structure, C6H10O in a non-equilibrium geometry.

## Properties
**Total charge**: 0
**Lowest unoccupied orbital energy**: 0.0325 Ha
**HOMO**: -9.13 eV
**Relative energy (zero: lowest compared OMol25 entry of this formula, charge and spin)**: 161.8 kcal/mol

Geometry (Å):
C 0.4726 0.4355 -1.8935
O 1.0645 0.8308 -0.6811
C -0.0368 -0.9411 -1.9019
C -0.4554 -2.0659 -1.8555
H 0.6685 0.1114 0.3877
H -0.3642 1.0995 -2.1712
H 1.2212 0.5303 -2.6904
H -0.8622 -3.0466 -1.8492
C 0.5212 -0.6890 1.4978
C -0.7935 0.7153 1.7110
C -0.7745 1.7458 0.9533
H -1.3822 0.2149 2.4530
H 0.7939 -0.6707 2.5521
H -0.1773 -1.5044 1.3229
H 1.4924 -0.9907 1.0787
H 0.0835 1.6549 0.0985
H -1.4717 2.5700 0.9878

***

The following is a DFT calculation (the ωB97M-V functional and the def2-TZVPD basis) of a molecular structure, C21H28FN7O3 in a non-equilibrium geometry.

## Properties
**Total charge**: 0
**Lowest unoccupied orbital energy**: -0.0656 Ha
**HOMO**: -10.13 eV

Geometry (Å):
C -3.3736 2.8046 -2.0907
C -3.9395 2.6694 -0.5591
F -5.4298 2.4891 -0.6403
C -3.3543 1.4008 0.2959
C -2.1781 0.5366 -0.4480
C -2.4772 -0.6692 -1.3034
C -1.0501 -1.2818 -1.8302
O -0.7427 -2.0907 -2.8532
O -0.0765 -0.6870 -0.8560
C -0.5448 0.6640 -0.4756
O 0.2834 1.6883 -0.1903
H -3.2749 1.7975 -2.6797
H -2.3836 3.4695 -2.1204
H -4.1820 3.4496 -2.6859
H -3.7302 3.6873 0.0137
H -4.2453 0.6970 0.5959
H -2.8875 1.8045 1.3175
H -3.5463 -1.0966 -1.5151
C -4.7360 -0.6398 -5.4903
C -4.5816 0.7811 -4.9730
N -4.4536 1.9599 -4.5440
H -5.0216 -1.3057 -4.6714
H -5.5092 -0.6734 -6.2628
H -3.7907 -0.9858 -5.9174
C 2.2259 -2.7368 0.8215
C 2.0023 -2.8343 2.3218
N 1.8168 -2.9152 3.5664
H 2.3609 -1.6911 0.5319
H 3.1185 -3.3023 0.5400
H 1.3628 -3.1453 0.2886
C 3.4603 -0.7224 5.8356
C 3.6147 0.6985 6.3529
N 3.7427 1.8773 6.7819
H 3.1747 -1.3883 6.6545
H 2.6871 -0.7561 5.0631
H 4.4056 -1.0684 5.4085
C 3.0570 -2.2844 -3.7086
C 2.8334 -2.3818 -2.2083
N 2.6480 -2.4628 -0.9637
H 3.1920 -1.2386 -3.9982
H 3.9496 -2.8498 -3.9900
H 2.1939 -2.6928 -4.2414
C 3.2693 -4.7197 7.8969
C 3.4237 -3.2988 8.4142
N 3.5518 -2.1200 8.8433
H 2.9837 -5.3856 8.7159
H 2.4961 -4.7533 7.1245
H 4.2147 -5.0657 7.4699
C -6.4855 6.1018 -0.1217
C -4.9760 5.9236 -0.1157
N -3.7237 5.7758 -0.1108
H -6.7819 6.7980 0.6676
H -6.8102 6.4991 -1.0873
H -6.9752 5.1393 0.0502
C 6.6302 0.5615 -3.6007
C 6.3491 -0.7938 -4.2289
N 6.1158 -1.9181 -4.7499
H 6.7136 1.3236 -4.3804
H 5.8172 0.8338 -2.9221
H 7.5669 0.5243 -3.0376

***

Which frontier orbital gap belongs to each record? In order, 10.0; 8.3 eV.